# 1
Below is a gas-phase ion, C3H7N2 (charge +1) at a distorted geometry, with properties calculated with wB97M-V/def2-TZVPD.

Results
Expectation value of S² ... 2.008
Energy above the lowest of the compared OMol25 structures with the same formula, charge and spin ... 0.0 kJ/mol
E_LUMO (alpha / beta) ... -4.86 / -8.64 eV
Calculated total energy ... -6192.6112 eV
Total charge ... +1
Spin multiplicity ... 3

Each line ends with the Löwdin charge.
Geometry (Å):
1 C -2.04 0.27 0.11  0.047
2 C 0.30 -0.24 -0.14  -0.318
3 C 1.21 0.92 0.01  0.009
4 N -1.07 -0.15 -0.52  0.163
5 N 0.74 -1.50 -0.03  0.255
6 H -2.93 0.54 -0.50  0.137
7 H -2.14 0.40 1.17  0.126
8 H 0.72 1.63 -0.72  0.118
9 H 0.97 1.35 0.98  0.091
10 H 2.30 0.60 -0.10  0.135
11 H 1.73 -1.50 -0.14  0.125
12 H 0.21 -2.31 -0.12  0.115

=====

# 2
Below is 2 unconnected molecules or ions with the total composition C3H7N2O at a distorted geometry, with properties calculated with wB97M-V/def2-TZVPD.

Results
Energy above the lowest of the compared OMol25 structures with the same formula, charge and spin ... 152.2 kJ/mol
E_LUMO ... -3.89 eV
Calculated total energy ... -8244.5619 eV
Total charge ... +1

Each line ends with the Löwdin charge.
Geometry (Å):
1 C -0.33 -1.71 0.31  -0.001
2 C -1.33 -1.22 1.13  -0.019
3 N -1.20 0.16 1.23  0.125
4 C -0.08 0.50 0.56  -0.057
5 N 0.53 -0.60 0.16  0.121
6 H -0.45 -2.32 -0.57  0.147
7 H -1.80 -1.80 1.91  0.142
8 H -1.78 0.95 1.49  0.183
9 H 0.18 1.51 0.31  0.166
10 H 1.32 -0.62 -0.48  0.178
11 H 0.93 1.95 -2.80  0.031
12 H 2.40 2.25 -3.00  0.053
13 O 1.77 1.97 -2.32  -0.069

=====

# 3
Below is a gas-phase ion, C3H7N2O (charge +1) at a distorted geometry, with properties calculated with wB97M-V/def2-TZVPD.

Results
Energy above the lowest of the compared OMol25 structures with the same formula, charge and spin ... 499.2 kJ/mol
E_LUMO ... -4.26 eV
Calculated total energy ... -8240.9651 eV
Total charge ... +1

Each line ends with the Löwdin charge.
Geometry (Å):
1 C -1.15 -0.47 -0.76  -0.068
2 C -0.09 -0.45 0.08  -0.349
3 C -0.08 0.83 1.05  -0.070
4 N -1.21 -1.00 -1.94  0.192
5 N 1.48 1.16 1.40  0.154
6 O -0.21 -0.45 1.38  -0.008
7 H -2.03 0.13 -0.48  0.171
8 H 0.78 -1.05 -0.28  0.166
9 H -2.09 -0.72 -2.43  0.159
10 H -0.64 -1.67 -2.54  0.189
11 H 1.45 1.10 2.39  0.116
12 H 1.70 2.18 1.09  0.202
13 H 2.11 0.42 1.03  0.146

=====

# 4
Below is a gas-phase ion, C3H7N2O (charge +1) at a distorted geometry, with properties calculated with wB97M-V/def2-TZVPD.

Results
Energy above the lowest of the compared OMol25 structures with the same formula, charge and spin ... 526.3 kJ/mol
E_LUMO (alpha / beta) ... -7.24 / -5.52 eV
Calculated total energy ... -8240.6843 eV
Total charge ... +1

Each line ends with the Löwdin charge.
Geometry (Å):
1 C 1.85 0.22 0.02  -0.251
2 C 0.72 -0.77 -0.36  -0.077
3 C -0.54 0.05 -0.58  -0.441
4 N 1.92 1.41 -0.08  0.289
5 N -1.44 0.44 0.85  0.220
6 O -0.48 1.10 -1.27  0.125
7 H 2.63 -0.49 0.32  0.150
8 H 1.02 -1.17 -1.34  0.139
9 H 0.63 -1.75 0.24  0.165
10 H -1.35 -0.65 -1.06  0.216
11 H -2.06 1.23 0.59  0.157
12 H -0.78 0.70 1.61  0.160
13 H -2.12 -0.31 1.05  0.147

=====

# 5
Below is a gas-phase ion, C3H7N2O (charge +1) at a distorted geometry, with properties calculated with wB97M-V/def2-TZVPD.

Results
Energy above the lowest of the compared OMol25 structures with the same formula, charge and spin ... 473.6 kJ/mol
E_LUMO (alpha / beta) ... -4.42 / -4.42 eV
Calculated total energy ... -8241.2300 eV
Total charge ... +1

Each line ends with the Löwdin charge.
Geometry (Å):
1 C 1.34 0.71 0.12  -0.230
2 C 0.41 0.86 1.06  -0.044
3 C -0.69 -0.75 -0.28  -0.116
4 N 1.12 0.00 -1.01  0.119
5 N -0.89 0.09 0.86  0.153
6 O -1.46 -0.54 -1.41  0.046
7 H 2.26 1.31 0.38  0.160
8 H 0.41 1.70 1.82  0.143
9 H -0.35 -1.83 -0.26  0.187
10 H 1.74 -0.77 -1.21  0.092
11 H -1.10 -0.65 1.53  0.200
12 H -1.60 0.70 0.68  0.147
13 H -1.18 -0.82 -2.29  0.144

=====

# 6
Below is a gas-phase ion, C3H7N2O2 (charge -1) at a distorted geometry, with properties calculated with wB97M-V/def2-TZVPD.

Results
Energy above the lowest of the compared OMol25 structures with the same formula, charge and spin ... 163.0 kJ/mol
E_LUMO ... 4.16 eV
Structure (SMILES) ... NC(=O)CNC[O-]
Calculated total energy ... -10299.9458 eV
Total charge ... -1

Each line ends with the Löwdin charge.
Geometry (Å):
1 O -2.47 0.08 -1.13  -0.019
2 C -1.51 0.09 -0.37  -0.557
3 N -1.40 0.95 0.67  0.138
4 C -0.35 -0.89 -0.47  -0.251
5 N 0.62 -0.74 0.62  -0.108
6 C 1.79 0.49 -0.05  -0.477
7 O 2.04 0.39 -1.28  -0.232
8 H -0.71 0.70 1.37  0.067
9 H -2.19 1.51 0.93  0.089
10 H -0.80 -1.88 -0.50  0.106
11 H 0.12 -0.68 -1.45  0.100
12 H 1.14 -1.61 0.66  0.030
13 H 1.16 1.32 0.30  0.053
14 H 2.57 0.26 0.71  0.060

=====

# 7
Below is a gas-phase ion, C3H7N2O2 (charge +1) at a distorted geometry, with properties calculated with wB97M-V/def2-TZVPD.

Results
Energy above the lowest of the compared OMol25 structures with the same formula, charge and spin ... 405.3 kJ/mol
E_LUMO ... -4.82 eV
Structure (SMILES) ... ONC1=[NH+]CCO1
Calculated total energy ... -10288.6097 eV
Total charge ... +1

Each line ends with the Löwdin charge.
Geometry (Å):
1 C -1.61 0.60 -0.16  -0.103
2 C -1.57 -0.91 0.07  -0.083
3 C 0.53 -0.18 0.02  -0.318
4 N 1.94 -0.28 0.19  0.120
5 N -0.20 0.95 0.06  0.109
6 O -0.16 -1.27 0.07  0.107
7 O 3.45 0.14 -0.10  0.014
8 H -1.70 0.82 -1.24  0.137
9 H -2.46 1.14 0.35  0.161
10 H -2.09 -1.40 0.93  0.151
11 H -2.25 -1.45 -0.65  0.156
12 H 2.27 -1.25 0.30  0.150
13 H 3.62 1.12 0.20  0.157
14 H 0.24 1.96 -0.04  0.242

=====

# 8
Below is 2 unconnected molecules or ions with the total composition C3H7N2O2 at a distorted geometry, with properties calculated with wB97M-V/def2-TZVPD.

Results
Energy above the lowest of the compared OMol25 structures with the same formula, charge and spin ... 632.3 kJ/mol
E_LUMO ... -5.38 eV
Calculated total energy ... -10286.2570 eV
Total charge ... +1

Each line ends with the Löwdin charge.
Geometry (Å):
1 C -1.63 0.29 1.26  -0.076
2 C -1.60 1.59 1.40  0.164
3 C -1.40 -0.92 0.65  -0.201
4 N 0.28 -1.57 -0.84  0.094
5 N 2.09 0.41 -1.29  0.020
6 O -2.20 -1.06 1.71  0.248
7 O -0.65 -1.75 0.08  0.122
8 H -2.15 2.15 2.27  0.157
9 H -0.84 1.99 0.77  0.084
10 H 0.78 -0.64 -1.00  0.059
11 H 0.74 -2.46 -1.07  0.149
12 H 1.44 0.88 -1.98  0.093
13 H 3.07 0.28 -1.57  0.074
14 H 2.05 0.81 -0.39  0.012

=====

# 9
Below is 2 unconnected molecules or ions with the total composition C3H7N2O2 at a distorted geometry, with properties calculated with wB97M-V/def2-TZVPD.

Results
Energy above the lowest of the compared OMol25 structures with the same formula, charge and spin ... 429.1 kJ/mol
E_LUMO (alpha / beta) ... -7.39 / -7.39 eV
Calculated total energy ... -10288.3635 eV
Total charge ... +1

Each line ends with the Löwdin charge.
Geometry (Å):
1 C 0.59 1.46 -0.33  -0.022
2 C -0.53 -0.06 -1.40  -0.148
3 C -1.04 -0.08 0.06  -0.061
4 N 0.51 0.90 -1.48  0.178
5 N -0.18 0.81 0.66  -0.160
6 O 0.77 -1.50 1.17  -0.051
7 O -0.06 1.03 1.85  0.236
8 H 1.33 2.24 -0.04  0.176
9 H -0.07 -1.03 -1.76  0.163
10 H -1.28 -0.02 -2.26  0.176
11 H -2.08 0.18 0.14  0.174
12 H -0.67 -1.00 0.51  0.119
13 H 1.06 -1.62 2.10  0.107
14 H 1.66 -1.32 0.77  0.113

=====

# 10
Below is a molecular structure, C3H7N2O2P at a distorted geometry, with properties calculated with wB97M-V/def2-TZVPD.

Results
Expectation value of S² ... 2.007
Energy above the lowest of the compared OMol25 structures with the same formula, charge and spin ... 294.3 kJ/mol
E_LUMO (alpha / beta) ... 0.52 / -2.24 eV
Calculated total energy ... -19581.9068 eV
Spin multiplicity ... 3

Each line ends with the Löwdin charge.
Geometry (Å):
1 C -0.28 -1.28 -0.63  -0.533
2 C 1.96 -0.16 -0.43  -0.268
3 C -0.86 -0.28 1.37  -0.254
4 N -0.08 -1.39 0.57  0.012
5 N 1.76 1.00 0.04  0.123
6 O -1.10 -0.45 -1.16  -0.234
7 O -1.21 1.90 -0.17  -0.362
8 P -1.97 0.38 0.02  0.949
9 H 0.24 -2.08 -1.24  0.156
10 H 1.60 -0.59 -1.46  0.117
11 H -1.61 -0.92 1.98  0.101
12 H 1.30 1.69 -0.56  0.083
13 H -0.30 0.39 1.78  -0.012
14 H 2.45 -0.86 0.14  0.033
15 H -1.90 2.66 -0.24  0.090

=====

# 11
Below is 2 unconnected molecules or ions with the total composition C3H7N2O3, with properties calculated with wB97M-V/def2-TZVPD.

Results
Energy above the lowest of the compared OMol25 structures with the same formula, charge and spin ... 69.8 kJ/mol
E_LUMO ... 4.04 eV
Calculated total energy ... -12350.1899 eV
Total charge ... -1

Each line ends with the Löwdin charge.
Geometry (Å):
1 C -0.32 -1.41 1.95  -0.416
2 N -0.52 -0.47 1.04  -0.009
3 C -1.72 0.34 1.06  -0.091
4 O -1.07 -1.73 2.87  -0.073
5 H 0.60 -1.99 1.75  0.123
6 H 0.17 -0.37 0.28  0.066
7 H -2.18 0.23 2.03  0.066
8 H -2.41 -0.01 0.29  0.080
9 H -1.48 1.38 0.84  0.068
10 N 1.69 1.22 -2.71  0.092
11 C 0.87 0.77 -1.66  -0.833
12 O 1.37 -0.16 -0.96  -0.115
13 O -0.23 1.33 -1.53  -0.072
14 H 2.57 0.76 -2.83  0.057
15 H 1.45 2.00 -3.27  0.058

=====

# 12
Below is a molecular structure, C3H7N2O3 at a distorted geometry, with properties calculated with wB97M-V/def2-TZVPD.

Results
Energy above the lowest of the compared OMol25 structures with the same formula, charge and spin ... 455.0 kJ/mol
E_LUMO ... -5.13 eV
Calculated total energy ... -12334.8597 eV
Total charge ... +1

Each line ends with the Löwdin charge.
Geometry (Å):
1 C -0.54 -0.93 0.74  0.010
2 C -0.39 0.49 -1.27  -0.017
3 C -0.11 0.45 0.27  -0.409
4 N 0.29 -1.66 1.40  0.264
5 N -2.28 -1.64 0.45  -0.259
6 O -2.82 -0.90 -0.26  0.194
7 O -2.36 -2.60 1.10  0.211
8 O 1.18 0.62 0.70  -0.007
9 H 0.63 0.31 -1.82  0.135
10 H -1.10 -0.39 -1.53  0.090
11 H -0.82 1.48 -1.59  0.100
12 H -0.89 1.15 0.87  0.213
13 H 1.20 -1.19 1.60  0.167
14 H 0.14 -2.61 1.74  0.166
15 H 1.39 1.56 0.60  0.143

=====

Q: Number 10 is which compound?
A: C3H7N2O2P

=====

Q: Among the records above, which one has the highest calculated total energy?
A: C3H7N2

=====

Q: Among the records above, which one has the lowest calculated total energy?
A: C3H7N2O2P